Entry 1:
This record from the Open Molecules 2025 dataset describes a structure of composition C43H97AlBrFN5S2 in a non-equilibrium geometry. The level of theory is wB97M-V/def2-TZVPD.

CARTESIAN COORDINATES (ANGSTROEM)
C  3.21  -1.54  4.91
C  3.36  -0.35  3.95
C  4.65  0.43  4.24
C  4.75  1.74  3.44
C  5.77  1.66  2.30
C  5.81  2.94  1.46
C  4.58  3.12  0.55
C  4.78  2.47  -0.83
N  3.75  1.46  -1.18
C  4.28  0.24  -1.81
C  3.62  -1.03  -1.27
C  4.43  -1.75  -0.20
C  3.91  -3.17  0.05
C  2.71  -3.24  1.01
C  1.37  -3.31  0.28
C  0.16  -3.31  1.21
C  -1.15  -3.39  0.43
C  2.59  1.94  -1.74
S  1.53  0.99  -2.59
S  2.23  3.64  -1.46
C  0.42  3.68  -1.63
C  -0.30  2.87  -0.56
C  -1.82  2.96  -0.73
Al  -2.93  2.06  0.69
Br  -3.91  3.85  2.02
C  -4.48  1.10  -0.19
C  -5.04  -0.08  0.56
C  -6.20  -0.79  -0.13
F  -5.50  0.35  1.82
N  -1.96  0.99  1.89
C  -0.91  0.16  1.28
C  -0.51  -1.00  2.20
H  4.19  -1.91  5.19
H  2.65  -2.35  4.45
H  2.66  -1.23  5.80
H  2.53  0.34  4.08
H  3.35  -0.68  2.91
H  4.68  0.64  5.31
H  5.51  -0.19  4.01
H  5.05  2.57  4.08
H  3.78  1.98  3.02
H  5.55  0.81  1.64
H  6.76  1.50  2.73
H  5.86  3.79  2.14
H  6.71  2.97  0.85
H  3.67  2.74  1.01
H  4.43  4.18  0.41
H  4.87  3.23  -1.61
H  5.74  1.96  -0.80
H  5.34  0.18  -1.60
H  4.18  0.30  -2.89
H  2.62  -0.81  -0.94
H  3.50  -1.71  -2.13
H  4.36  -1.20  0.74
H  5.47  -1.83  -0.52
H  4.71  -3.81  0.41
H  3.59  -3.60  -0.90
H  2.78  -4.10  1.67
H  2.70  -2.35  1.64
H  1.35  -4.21  -0.35
H  1.27  -2.46  -0.40
H  0.25  -4.15  1.89
H  0.19  -2.40  1.81
H  -1.99  -3.00  1.00
H  -1.06  -2.83  -0.50
H  -1.37  -4.43  0.17
H  0.17  4.74  -1.56
H  0.15  3.32  -2.61
H  0.01  3.18  0.44
H  -0.01  1.84  -0.73
H  -2.11  2.56  -1.71
H  -2.11  4.02  -0.73
H  -4.22  0.79  -1.21
H  -5.29  1.83  -0.30
H  -4.24  -0.80  0.75
H  -6.76  -0.11  -0.76
H  -5.85  -1.63  -0.71
H  -6.89  -1.16  0.63
H  -2.64  0.34  2.29
H  -0.03  0.79  1.18
H  -1.19  -0.26  0.30
H  -1.13  -1.89  2.06
H  -0.56  -0.64  3.23
H  0.54  -1.26  2.02
C  -1.37  1.25  -6.69
C  -1.15  2.62  -7.34
N  -1.09  3.70  -6.38
C  -1.13  5.02  -6.99
C  0.03  5.44  -7.90
C  -0.11  3.53  -5.31
C  1.36  3.36  -5.69
H  -2.28  1.24  -6.09
H  -1.47  0.49  -7.46
H  -0.53  0.96  -6.06
H  -2.00  2.82  -8.00
H  -0.26  2.56  -7.98
H  -1.25  5.76  -6.19
H  -2.06  5.07  -7.57
H  0.92  5.71  -7.33
H  -0.26  6.32  -8.47
H  0.30  4.66  -8.61
H  -0.41  2.66  -4.73
H  -0.22  4.37  -4.62
H  1.50  2.71  -6.55
H  1.90  2.91  -4.85
H  1.84  4.32  -5.91
C  0.35  0.31  8.63
C  -0.46  -0.37  7.54
N  -0.37  -1.82  7.56
C  -0.93  -2.44  6.37
C  -2.44  -2.31  6.13
C  -0.69  -2.46  8.82
C  -2.09  -2.22  9.41
H  1.40  0.03  8.56
H  0.27  1.39  8.52
H  -0.01  0.06  9.63
H  -0.08  -0.04  6.57
H  -1.50  -0.01  7.60
H  -0.67  -3.51  6.38
H  -0.41  -2.02  5.51
H  -3.02  -2.97  6.77
H  -2.66  -2.58  5.09
H  -2.79  -1.29  6.27
H  0.05  -2.13  9.56
H  -0.52  -3.53  8.71
H  -2.40  -1.18  9.32
H  -2.08  -2.47  10.48
H  -2.84  -2.85  8.94
C  -2.44  -0.44  -3.02
C  -3.55  -1.05  -3.85
N  -3.07  -2.00  -4.84
C  -4.09  -2.41  -5.78
C  -5.31  -3.19  -5.26
C  -2.23  -3.07  -4.32
C  -2.81  -3.99  -3.24
H  -1.70  0.06  -3.65
H  -2.86  0.30  -2.33
H  -1.92  -1.18  -2.40
H  -4.06  -0.25  -4.39
H  -4.30  -1.48  -3.17
H  -3.61  -2.98  -6.58
H  -4.46  -1.50  -6.27
H  -5.06  -4.23  -5.05
H  -6.09  -3.20  -6.02
H  -5.73  -2.75  -4.36
H  -1.32  -2.61  -3.93
H  -1.90  -3.67  -5.17
H  -3.37  -3.43  -2.49
H  -2.00  -4.51  -2.72
H  -3.47  -4.75  -3.65

The total charge is -1. Its frontier orbital gap is 7.262 eV. As for the spin multiplicity: 1. The calculation puts the HOMO energy at -5.0 eV.

Atom charges from the Mulliken analysis, given in e for atoms 1 to 99: -1.238, 0.815, -1.134, -0.548, -0.006, -1.447, 0.029, -1.671, 0.889, -1.786, 0.894, 0.197, -1.399, 0.914, -0.870, 1.232, -1.380, -0.433, -0.070, -0.229, -0.008, 0.239, -0.678, -0.338, -0.598, -0.488, 0.909, -1.382, -0.390, -0.453, 1.116, -0.953, 0.457, 0.278, 0.178, 0.306, -0.557, 0.367, 0.453, 0.366, 0.310, -0.269, 0.430, 0.466, 0.440, 0.233, 0.471, 0.346, 0.754, 0.616, 0.187, -0.375, 0.310, -0.525, 0.514, 0.379, 0.507, 0.586, -1.055, 0.508, -0.019, 0.324, -1.223, 0.562, 0.021, 0.525, 0.798, -0.738, 0.368, -0.414, 0.178, 0.478, 0.115, 0.481, -0.253, 0.280, 0.247, 0.456, 0.315, -0.108, -0.318, 0.263, 0.501, -0.243, -1.205, -0.487, 0.232, -0.698, -1.012, 0.038, -0.755, 0.258, 0.517, 0.163, 0.505, 0.251, 0.356, 0.463, 0.225

---

Entry 2:
This record from the Open Molecules 2025 dataset describes a cluster of 12 separate species, C44H100O32P4S8 in total in a non-equilibrium geometry. The level of theory is wB97M-V/def2-TZVPD.

CARTESIAN COORDINATES (ANGSTROEM)
C  -25.51  -12.41  -18.67
O  -24.31  -11.86  -19.13
P  -23.60  -10.69  -18.24
O  -23.21  -10.99  -16.83
O  -22.29  -10.29  -19.16
C  -22.59  -10.04  -20.51
O  -24.63  -9.41  -18.41
C  -24.29  -8.15  -17.96
H  -25.94  -11.98  -17.77
H  -25.37  -13.45  -18.39
H  -26.18  -12.27  -19.51
H  -23.14  -9.10  -20.65
H  -23.27  -10.76  -20.96
H  -21.68  -10.06  -21.11
H  -23.86  -7.58  -18.79
H  -23.62  -8.07  -17.11
H  -25.20  -7.67  -17.60
C  -27.33  -7.44  -29.22
O  -27.60  -8.73  -29.62
P  -29.14  -9.02  -29.95
O  -29.29  -10.29  -30.71
O  -29.81  -7.72  -30.68
C  -30.97  -7.90  -31.40
O  -29.83  -8.97  -28.49
C  -29.41  -9.84  -27.46
H  -27.99  -6.66  -29.59
H  -26.41  -7.20  -29.75
H  -27.13  -7.34  -28.16
H  -31.52  -8.81  -31.20
H  -30.87  -7.73  -32.48
H  -31.66  -7.14  -31.03
H  -28.65  -10.61  -27.59
H  -30.34  -10.31  -27.15
H  -29.12  -9.20  -26.62
C  -29.95  -4.35  -23.50
O  -29.96  -2.92  -23.45
P  -31.41  -2.18  -23.20
O  -32.50  -2.51  -24.17
O  -30.93  -0.64  -23.19
C  -29.72  -0.30  -22.51
O  -31.74  -2.56  -21.62
C  -33.03  -2.26  -21.13
H  -30.39  -4.94  -24.30
H  -30.57  -4.66  -22.65
H  -29.00  -4.77  -23.18
H  -29.02  0.33  -23.06
H  -29.11  -1.17  -22.28
H  -29.98  0.24  -21.60
H  -32.89  -1.52  -20.34
H  -33.58  -3.10  -20.72
H  -33.66  -1.68  -21.81
C  -30.07  -8.41  -23.40
O  -28.83  -8.67  -22.83
P  -27.45  -8.26  -23.62
O  -27.55  -7.03  -24.47
O  -27.07  -9.58  -24.39
C  -25.92  -9.68  -25.20
O  -26.26  -8.24  -22.47
C  -26.03  -9.39  -21.61
H  -30.59  -9.30  -23.74
H  -30.02  -7.83  -24.32
H  -30.68  -7.96  -22.61
H  -26.25  -10.10  -26.15
H  -25.19  -10.30  -24.69
H  -25.59  -8.66  -25.40
H  -24.99  -9.65  -21.80
H  -26.54  -10.32  -21.88
H  -26.23  -9.21  -20.56
C  -31.08  -9.68  -18.69
C  -30.73  -11.07  -18.14
C  -29.49  -10.79  -17.30
S  -28.43  -9.62  -18.13
O  -27.65  -10.44  -19.08
O  -27.68  -8.72  -17.23
C  -29.86  -8.82  -18.95
H  -31.74  -9.20  -17.97
H  -31.66  -9.73  -19.61
H  -30.50  -11.83  -18.89
H  -31.54  -11.50  -17.55
H  -28.83  -11.56  -16.90
H  -29.90  -10.37  -16.38
H  -29.64  -8.55  -19.98
H  -30.01  -7.83  -18.53
C  -23.70  -6.74  -23.66
C  -23.20  -7.00  -25.08
C  -21.74  -7.48  -24.93
S  -21.04  -6.92  -23.29
O  -19.91  -6.02  -23.51
O  -20.91  -8.11  -22.49
C  -22.59  -6.01  -22.87
H  -23.91  -7.66  -23.13
H  -24.67  -6.26  -23.61
H  -23.23  -6.02  -25.55
H  -23.92  -7.55  -25.69
H  -21.13  -7.25  -25.80
H  -21.79  -8.56  -24.80
H  -22.28  -5.03  -23.25
H  -22.67  -5.98  -21.78
C  -24.55  -9.88  -28.68
C  -25.43  -11.13  -28.57
C  -24.99  -11.94  -29.82
S  -23.24  -11.78  -30.08
O  -22.97  -11.28  -31.44
O  -22.50  -12.92  -29.58
C  -23.09  -10.36  -28.85
H  -24.54  -9.20  -27.82
H  -24.67  -9.33  -29.61
H  -26.50  -10.95  -28.59
H  -25.14  -11.74  -27.71
H  -25.40  -11.51  -30.74
H  -25.24  -12.99  -29.77
H  -22.25  -9.75  -29.16
H  -22.72  -10.86  -27.95
C  -24.00  -15.81  -25.72
C  -24.66  -14.72  -26.51
C  -25.74  -14.13  -25.56
S  -25.00  -14.15  -23.82
O  -25.98  -14.75  -22.93
O  -24.47  -12.81  -23.49
C  -23.70  -15.35  -24.24
H  -23.10  -16.27  -26.13
H  -24.65  -16.68  -25.66
H  -25.17  -14.94  -27.45
H  -23.86  -13.99  -26.62
H  -26.58  -14.82  -25.50
H  -26.00  -13.08  -25.72
H  -23.83  -16.10  -23.46
H  -22.72  -14.91  -24.05
C  -26.37  -4.17  -20.70
C  -25.69  -5.39  -19.94
C  -26.74  -6.03  -19.01
S  -28.38  -5.49  -19.66
O  -29.37  -5.30  -18.63
O  -28.70  -6.29  -20.83
C  -27.76  -3.88  -20.24
H  -26.52  -4.42  -21.75
H  -25.67  -3.35  -20.58
H  -24.89  -5.01  -19.32
H  -25.28  -6.10  -20.67
H  -26.70  -5.58  -18.02
H  -26.86  -7.11  -19.02
H  -27.78  -3.35  -19.28
H  -28.51  -3.51  -20.94
C  -19.37  -12.15  -23.30
C  -18.78  -11.44  -24.49
C  -19.73  -11.47  -25.71
S  -21.42  -11.93  -25.11
O  -21.65  -13.32  -25.56
O  -22.37  -10.89  -25.31
C  -20.91  -11.94  -23.30
H  -18.91  -11.91  -22.34
H  -19.19  -13.21  -23.48
H  -17.81  -11.80  -24.81
H  -18.49  -10.39  -24.34
H  -19.38  -12.24  -26.41
H  -19.93  -10.51  -26.18
H  -21.30  -12.69  -22.61
H  -21.08  -10.91  -23.00
C  -27.60  -3.35  -25.87
C  -27.44  -4.54  -26.71
C  -26.01  -5.05  -26.67
S  -25.03  -3.53  -26.45
O  -24.25  -3.13  -27.63
O  -24.43  -3.56  -25.08
C  -26.52  -2.46  -26.43
H  -27.49  -3.64  -24.83
H  -28.60  -2.94  -25.98
H  -27.74  -4.43  -27.76
H  -27.93  -5.43  -26.29
H  -25.67  -5.57  -27.56
H  -25.81  -5.62  -25.76
H  -26.83  -2.21  -27.44
H  -26.24  -1.62  -25.79
C  -28.27  -12.44  -22.98
C  -29.29  -12.32  -24.13
C  -30.55  -13.06  -23.81
S  -30.82  -12.79  -21.95
O  -30.85  -14.06  -21.25
O  -31.85  -11.75  -21.82
C  -29.06  -12.08  -21.69
H  -27.36  -12.01  -23.36
H  -28.04  -13.51  -22.93
H  -28.90  -12.52  -25.13
H  -29.53  -11.26  -24.04
H  -30.36  -14.11  -24.03
H  -31.43  -12.77  -24.38
H  -28.65  -12.59  -20.82
H  -29.05  -11.00  -21.57

The total charge is +1. Its frontier orbital gap (spin up / spin down) is 9.157 / 2.174 eV. As for the spin multiplicity: 2. The calculation puts the HOMO energy (spin up / spin down) at -11.9 / -11.9 eV.

Atom charges from the Mulliken analysis, given in e for atoms 1 to 99: -0.622, -0.145, 0.669, -0.791, -0.507, 0.046, 0.492, -0.706, 0.255, 0.411, 0.064, -0.115, 0.080, 0.311, 0.198, 0.395, 0.143, -0.643, 0.047, 0.752, -0.739, -0.322, -0.821, -0.314, -0.498, 0.501, 0.424, -0.018, 0.331, 0.273, 0.312, 0.207, 0.408, 0.112, -1.171, 0.385, 0.582, -0.725, -0.377, -0.323, -0.199, -0.827, 0.392, 0.606, 0.232, 0.294, -0.031, 0.264, 0.299, 0.260, 0.326, -1.136, 0.850, -0.411, 0.297, -0.026, 0.740, 0.141, 0.736, 0.185, 0.192, 0.273, -0.303, 0.166, -0.792, -0.383, -0.539, -0.278, -0.912, -0.221, -1.094, 1.254, -0.309, -0.825, 0.196, 0.319, 0.348, -0.112, 0.487, 0.508, 0.360, -0.325, 0.347, 0.937, 0.312, -0.101, 0.954, -0.723, -0.468, -1.116, -0.578, 0.191, 0.122, -0.647, 0.587, -0.398, 0.444, 0.484, -0.166